[1]
Here is a single C2H5N3O2 molecule at a distorted geometry from the OMol25 dataset. Energies are from ωB97M-V with the def2-TZVPD basis set.

The calculation puts the LUMO energy at 0.7016 eV. As for the spin multiplicity: 1. The HOMO energy comes out at -8.8658 eV. Its energy is -393.95061 a.u. As for the energy above the lowest of the compared OMol25 structures with the same formula, charge and spin: 180.2 kJ/mol. Its SMILES is N/N=C\OC(N)=O.

Last column: Mulliken charge in e.
Cartesian coordinates (Å):
C 1.04828 0.39242 0.55022  0.06
C -0.59739 0.94081 -1.00698  0.60
H 1.35443 -1.99095 2.52919  0.25
H 0.00124 -1.60075 1.54990  0.22
H 1.46835 1.38300 0.31620  0.40
H -2.06519 0.96498 -2.43576  0.27
H -1.90673 -0.53692 -1.58538  0.23
N 1.02900 -1.63406 1.65499  -0.41
N 1.61923 -0.41877 1.35759  -0.34
N -1.71506 0.45003 -1.61293  -0.40
O -0.13645 0.04217 -0.06900  -0.33
O -0.09970 2.00804 -1.24804  -0.55



[2]
Here is 2 unconnected molecules or ions with the total composition C2H5N3O2 at a distorted geometry from the OMol25 dataset. Energies are from ωB97M-V with the def2-TZVPD basis set.

The calculation puts the LUMO energy (alpha / beta) at 0.4983 / -1.1826 eV. As for the spin multiplicity: 3. The HOMO energy (alpha / beta) comes out at -5.0800 / -8.6738 eV. Its energy is -393.71608 a.u. As for the energy above the lowest of the compared OMol25 structures with the same formula, charge and spin: 91.0 kJ/mol.

Last column: Mulliken spin population.
Cartesian coordinates (Å):
C -1.36708 -1.51446 0.78459  0.00
C 1.71564 1.17636 -0.62501  1.63
N -0.62039 -1.77179 -0.08986  0.00
N -0.59690 1.23413 0.13451  0.06
N 0.50404 1.65785 -0.61275  0.19
O -2.06057 -1.00338 1.57282  0.00
O 1.71043 0.03117 0.25241  0.12
H 2.48479 -0.49703 0.08115  -0.01
H -0.44724 -2.67155 -0.43032  0.00
H -0.29068 0.43741 0.78852  0.00
H -1.26175 0.70398 -0.43262  0.01
H 0.22970 2.21732 -1.42341  0.00



[3]
Here is a single C5H3NO2 molecule at a distorted geometry from the OMol25 dataset. Energies are from ωB97M-V with the def2-TZVPD basis set.

The calculation puts the LUMO energy at -1.5282 eV. As for the spin multiplicity: 1. The HOMO energy comes out at -10.2034 eV. Its energy is -397.42659 a.u. As for the energy above the lowest of the compared OMol25 structures with the same formula, charge and spin: 278.5 kJ/mol. Its SMILES is C=C1C(=O)C=NC1=O.

Last column: Mulliken charge in e.
Cartesian coordinates (Å):
C -1.31661 -0.29893 1.20241  -0.50
C -0.45375 -0.12768 0.24663  0.24
C 0.51600 -1.03786 -0.44583  0.46
C 1.35255 -0.00348 -1.28868  -0.07
C -0.22074 1.18329 -0.36333  0.45
H -1.69383 0.86250 1.40170  0.27
H -1.57496 -1.25666 2.02454  0.29
H 2.40238 -0.42093 -1.39127  0.29
N 1.16865 1.27149 -0.89655  -0.34
O 0.82329 -2.25709 -0.43593  -0.57
O -1.00298 2.08537 -0.05368  -0.53



[4]
Here is a molecular structure, C18H22Br4HfI2N12O3P from the OMol25 dataset. Energies are from ωB97M-V with the def2-TZVPD basis set.

The calculation puts the LUMO energy at 1.2684 eV. As for the spin multiplicity: 1. The HOMO energy comes out at -4.7964 eV. Its energy is -12862.86434 a.u. As for the energy above the lowest of the compared OMol25 structures with the same formula, charge and spin: 18.3 kJ/mol. As for the net charge: -1.

Last column: Mulliken charge in e.
Cartesian coordinates (Å):
Hf -1.35446 -0.98008 -0.65067  1.50
N 1.33862 1.22586 -2.22328  0.22
C 1.28374 -0.09159 -2.63227  -0.19
N 2.21000 -0.59401 -3.43036  -0.53
N 1.85235 -1.89519 -3.55744  -0.72
N 0.80458 -2.14737 -2.87633  -0.51
N 0.39137 -1.00794 -2.24341  1.12
C 0.32907 1.86305 -1.52953  -0.31
N 0.24157 3.17846 -1.44247  -0.57
N -0.80968 3.37899 -0.61871  -1.00
N -1.32207 2.26091 -0.25681  -0.32
N -0.60700 1.24818 -0.81307  1.57
H 1.87467 1.82649 -2.82880  0.30
I -0.09301 -3.52088 0.41819  -0.30
C -2.27123 -2.68913 -1.98437  -1.32
I -4.02596 -1.96926 -3.06738  -0.05
H -2.70032 -3.48408 -1.37658  0.54
H -1.64771 -3.12135 -2.76434  0.50
Br -3.62894 2.56439 5.02979  -0.23
C -3.53949 1.35694 3.57962  0.04
C -4.69362 0.84825 3.00998  0.34
Br -6.39414 1.32961 3.67784  -0.20
C -4.60350 -0.03738 1.92249  -0.07
Br -6.12266 -0.77165 1.07944  -0.17
C -3.36550 -0.40478 1.43128  0.39
O -3.16569 -1.17240 0.37286  -1.01
C -2.16651 0.08205 2.03142  -0.03
O -1.05831 -0.31043 1.47071  -0.01
C -2.28770 0.97395 3.08726  -0.26
Br -0.65609 1.64507 3.79251  -0.14
C 4.13854 -1.88106 2.05700  -0.77
N 4.30915 -1.33579 0.63094  0.12
C 4.79198 0.11738 0.73176  -0.83
N 3.93034 0.90446 1.53847  0.17
C 3.80880 0.31141 2.86716  -0.88
N 3.29417 -1.05258 2.83684  0.13
C 1.88929 -1.10413 2.37552  -0.91
P 1.66611 -0.47279 0.66215  2.10
C 3.02030 -1.42862 -0.14501  -1.39
C 2.60562 1.09895 0.90366  -1.57
H 5.14698 -1.91548 2.47752  0.37
H 3.72864 -2.88571 1.95414  0.42
H 5.02619 -1.88261 0.15560  0.33
H 4.84124 0.49451 -0.28959  0.41
H 5.79143 0.06261 1.17019  0.33
H 3.13762 0.92485 3.46571  0.42
H 4.79825 0.30172 3.33491  0.31
H 1.26207 -0.50272 3.03611  0.20
H 1.52220 -2.12928 2.41895  0.40
H 3.20826 -1.06607 -1.15905  0.62
H 2.72947 -2.48009 -0.20015  0.21
H 2.00598 1.76530 1.52737  0.34
H 2.73925 1.59437 -0.05958  0.41
C -2.79592 1.60301 -4.14288  -0.91
O -2.15375 0.72566 -3.21041  0.05
C -2.75790 0.32241 -2.12707  -0.56
C -3.96766 1.07269 -1.67803  -0.88
H -3.70108 1.12442 -4.52109  0.33
H -2.08293 1.74326 -4.95021  0.22
H -3.02873 2.56071 -3.67910  0.39
H -4.65597 1.35927 -2.47196  0.56
H -3.56675 1.97217 -1.19137  0.36
H -4.49357 0.49311 -0.92604  -0.10



[5]
Here is 2 unconnected molecules or ions with the total composition C2H5FO2 at a distorted geometry from the OMol25 dataset. Energies are from ωB97M-V with the def2-TZVPD basis set.

The calculation puts the LUMO energy (alpha / beta) at 0.3422 / 0.3443 eV. As for the spin multiplicity: 1. The HOMO energy (alpha / beta) comes out at -8.4553 / -8.4563 eV. Its energy is -329.41842 a.u. As for the energy above the lowest of the compared OMol25 structures with the same formula, charge and spin: 378.1 kJ/mol.

Last column: Mulliken charge in e.
Cartesian coordinates (Å):
C 0.17321 -1.33735 -0.22973  -0.36
C -0.04180 1.29553 0.59459  0.28
O -1.11526 1.05824 -0.06995  -0.32
O 0.60074 -0.83616 0.93258  -0.61
F 1.00185 1.75112 -0.03996  -0.17
H 0.52596 -0.66973 -1.10006  0.05
H -0.90296 -1.54597 -0.27040  0.18
H 0.73639 -2.26159 -0.53452  0.26
H -0.01032 1.42235 1.70291  0.29
H -0.96780 1.12356 -0.98546  0.38



[6]
Here is a single C4H3NO molecule at a distorted geometry from the OMol25 dataset. Energies are from ωB97M-V with the def2-TZVPD basis set.

The calculation puts the LUMO energy at -1.0412 eV. As for the spin multiplicity: 1. The HOMO energy comes out at -11.3028 eV. Its energy is -284.16251 a.u. As for the energy above the lowest of the compared OMol25 structures with the same formula, charge and spin: 27.8 kJ/mol. Its SMILES is C=CC(=O)C#N.

Last column: Mulliken charge in e.
Cartesian coordinates (Å):
C -0.23511 1.60621 0.02608  -0.53
C 0.36236 0.43226 -0.00625  -0.35
C -0.43471 -0.78634 0.09969  0.74
C 0.37571 -1.99751 -0.07774  0.11
H 0.33355 2.55380 -0.03368  0.26
H -1.31531 1.59639 0.16300  0.28
H 1.43916 0.31797 -0.10299  0.30
N 1.08129 -2.85798 -0.39179  -0.33
O -1.60696 -0.86478 0.32368  -0.48